Entry from the OMol25 dataset: one molecule with the formula CH4N2O3S (ωB97M-V/def2-TZVPD).

```
11
Properties=species:S:1:pos:R:3
H -1.92089 -0.79042 -1.02771
N -2.31041 -0.04321 -0.39901
C -1.55505 0.83376 0.03665
O -0.18848 1.00678 -0.11230
S 1.01649 -0.05800 -0.08859
N 0.55202 -1.32334 -0.75656
O 2.12355 0.70009 -0.56978
O 1.18534 -0.26234 1.50533
H -2.05251 1.74453 0.41445
H 1.27664 -1.98344 -0.93858
H 1.87331 0.17558 1.93609
```

For the frontier orbital gap, the calculation gives 0.4111 Ha. The value obtained for the total energy is -773.8426 Eh. Its structure (SMILES) is [H]/N=C\O[S@@](=N)(=O)O. As for the largest force on an atom: 0.0684 Eh/bohr. The energy above the lowest of the compared OMol25 structures with the same formula, charge and spin comes out at 52.2 kcal per mole.

Charges obtained by Mulliken population analysis, quoted in units of e:
1. H 0.30
2. N -0.47
3. C 0.02
4. O -0.22
5. S 1.08
6. N -0.63
7. O -0.55
8. O -0.46
9. H 0.34
10. H 0.24
11. H 0.34


Entry from the OMol25 dataset: C21H21N2O3PPtS4Sb as an isolated structure (ωB97M-V/def2-TZVPD).

```
54
Properties=species:S:1:pos:R:3
Pt -1.88238 0.08887 1.22218
O -2.75254 -0.17762 4.05215
N -1.59525 -0.17977 3.32150
C -0.58784 0.12117 4.04431
C 0.82518 0.07403 3.65042
C 1.71393 -0.07895 4.72297
C 3.07297 -0.21118 4.52359
C 3.58129 -0.19510 3.23093
C 2.71750 -0.02440 2.16551
C 1.34220 0.13570 2.35112
P 0.31930 0.38204 0.85694
C 0.94176 -0.97515 -0.18917
C 0.56656 -2.26574 0.18394
C 0.91938 -3.34999 -0.59807
C 1.64685 -3.15706 -1.76479
C 2.03397 -1.87984 -2.13244
C 1.68305 -0.78886 -1.34799
C 0.97960 1.89768 0.09812
C 0.52959 2.21189 -1.18706
C 0.96102 3.36943 -1.81473
C 1.83452 4.23134 -1.16668
C 2.27454 3.93289 0.11365
C 1.85002 2.77139 0.74426
H -3.47439 -0.23749 3.36832
H -0.79631 0.35175 5.08499
H 1.31300 -0.11160 5.72884
H 3.73330 -0.33754 5.37182
H 4.64265 -0.31301 3.05499
H 3.11057 -0.01415 1.15580
H -0.04156 -2.41480 1.06933
H 0.59465 -4.34339 -0.31741
H 1.88783 -4.00019 -2.39869
H 2.59093 -1.72396 -3.04764
H 1.97853 0.20555 -1.65505
H -0.16134 1.55360 -1.69819
H 0.60051 3.60010 -2.80880
H 2.16477 5.13927 -1.65586
H 2.94696 4.60705 0.62924
H 2.19104 2.55978 1.74849
S -5.53860 -0.52347 -2.16193
Sb -4.91576 0.67734 -0.33745
S -4.05955 -0.75214 1.42846
S -2.59170 1.33984 -0.58216
S -6.27197 2.29098 0.44908
N -2.75206 -0.22724 -4.05707
C -2.38913 -1.60023 -4.35657
C -1.63892 -2.26847 -3.21287
O -1.14623 -3.36458 -3.32712
O -1.54955 -1.57164 -2.08598
H -2.83167 0.32856 -4.89590
H -1.96554 -0.69354 -2.20599
H -3.64868 -0.19774 -3.56948
H -1.71761 -1.63858 -5.21569
H -3.23937 -2.25286 -4.58013
```

For the frontier orbital gap, the calculation gives 0.2305 Ha. The value obtained for the total energy is -3441.9286 Eh. The total charge is -1. As for the largest force on an atom: 0.0140 Eh/bohr. The energy above the lowest of the compared OMol25 structures with the same formula, charge and spin comes out at 9.5 kcal per mole.

Charges obtained by Mulliken population analysis, quoted in units of e:
1. Pt 0.85
2. O -0.41
3. N 0.20
4. C -0.73
5. C 0.71
6. C -0.84
7. C -0.63
8. C -0.76
9. C -0.02
10. C -0.06
11. P 0.44
12. C 0.66
13. C -0.60
14. C -0.63
15. C -0.46
16. C -0.76
17. C -0.03
18. C 0.88
19. C -0.55
20. C -0.97
21. C -0.52
22. C -0.68
23. C -0.50
24. H 0.30
25. H 0.37
26. H 0.36
27. H 0.39
28. H 0.41
29. H 0.45
30. H 0.35
31. H 0.39
32. H 0.36
33. H 0.40
34. H 0.44
35. H 0.62
36. H 0.43
37. H 0.37
38. H 0.40
39. H 0.36
40. S -0.69
41. Sb 0.81
42. S -0.74
43. S -0.68
44. S -0.64
45. N -0.42
46. C -0.16
47. C 0.34
48. O -0.66
49. O -0.03
50. H 0.24
51. H 0.21
52. H -0.17
53. H 0.32
54. H 0.27


Entry from the OMol25 dataset: C48H42F5GeN3OPSTl as an isolated structure (ωB97M-V/def2-TZVPD).

```
103
Properties=species:S:1:pos:R:3
Tl 0.02800 -1.29498 -0.28976
C -1.74265 4.85080 -2.66018
C -1.59582 4.74957 -1.16439
C -1.90955 5.84418 -0.35050
C -1.96595 5.75412 1.04832
C -1.73609 4.54691 1.68195
C -1.50507 3.42609 0.88616
C -1.34209 3.51344 -0.50588
P -0.75823 1.99908 -1.32966
C 0.06460 2.26411 -2.93951
C -0.58399 2.16993 -4.17156
C -0.14451 2.76551 -5.32923
C 1.13837 3.30946 -5.33871
C 1.92024 3.23270 -4.14926
C 1.41017 2.72838 -2.97912
C 2.18977 2.85896 -1.69166
C -2.27932 1.16318 -1.81491
C -3.50438 1.75039 -1.52463
C -4.69211 1.17362 -1.96002
C -4.69579 0.00874 -2.75546
C -3.50225 -0.68323 -2.90535
C -2.27886 -0.12582 -2.45839
C -1.12887 -0.85084 -2.71401
H -2.40398 5.67434 -2.92431
H -2.17234 3.93286 -3.14735
H -0.76694 5.07137 -3.13745
H -2.05360 6.82199 -0.82028
H -2.27822 6.58582 1.71573
H -1.92632 4.33210 2.72886
H -1.27588 2.47355 1.34996
H -1.59277 1.70349 -4.15182
H -0.80499 2.76737 -6.16806
H 1.52151 3.74440 -6.20905
H 2.97115 3.54165 -4.18871
H 3.16987 3.21050 -1.97664
H 2.38510 1.88871 -1.13431
H 1.79465 3.55154 -0.95602
H -3.45545 2.68177 -0.95513
H -5.61927 1.74686 -1.77593
H -5.60874 -0.41490 -3.20026
H -3.46595 -1.63511 -3.40955
H -0.16281 -0.36863 -2.98250
H -1.26219 -1.86466 -3.01560
C -2.57759 -6.80905 -2.28148
C -1.36776 -7.43553 -1.65723
C -0.37819 -6.39224 -1.24327
N -0.52641 -5.13873 -1.50493
N 0.40656 -4.32490 -0.99194
C 1.26541 -4.95273 -0.21391
N 2.18676 -4.29686 0.52456
S 1.01808 -6.66589 -0.20488
H -3.18563 -7.56300 -2.81429
H -2.30310 -6.07356 -3.03284
H -3.29438 -6.32158 -1.57627
H -0.92621 -8.14468 -2.42713
H -1.57529 -8.04565 -0.77655
H 2.42610 -3.34209 0.25711
H 2.83598 -4.76875 1.12135
C -0.72667 -3.45692 2.94073
Ge -0.63553 -1.48972 2.92960
C -1.96579 -0.86182 4.23487
C -3.34075 -0.96521 3.88011
C -4.34046 -0.37271 4.65521
C -4.00585 0.37650 5.80951
C -2.64981 0.45437 6.18551
C -1.64500 -0.08620 5.38206
C 1.05037 -0.81382 3.70877
C 1.77176 -1.74435 4.38089
C 3.04159 -1.43860 4.98272
C 3.64912 -0.22445 4.79091
C 2.97923 0.80589 4.07251
C 3.60952 2.05203 3.82821
C 2.89461 3.10217 3.28565
C 1.54712 2.89120 2.92190
C 0.91068 1.66160 3.13199
C 1.62039 0.52414 3.58423
H -0.85177 -3.83539 3.96568
H 0.18607 -3.89673 2.46570
H -1.55534 -3.76134 2.30339
H -3.61459 -1.56390 2.99100
H -5.40318 -0.50434 4.38354
H -4.74505 0.76138 6.48980
H -2.44697 1.01561 7.11383
H -0.61680 0.04175 5.61193
H 1.48321 -2.78463 4.44192
H 3.60449 -2.21039 5.45845
H 4.62801 0.08908 5.23262
H 4.64956 2.21346 4.07877
H 3.36008 4.05685 3.09678
H 1.05491 3.69031 2.42081
H -0.18074 1.64120 2.99923
F 6.41286 -0.88067 -4.49261
C 5.48292 -0.99174 -3.51490
C 5.87578 -1.57933 -2.33385
F 7.20153 -1.89870 -2.20548
C 4.93030 -1.79223 -1.35091
F 5.28545 -2.36722 -0.15755
C 3.53544 -1.57922 -1.58655
O 2.66167 -1.86978 -0.67563
C 3.17306 -0.98179 -2.85043
F 1.89486 -0.51198 -3.06050
C 4.12547 -0.75977 -3.82062
F 3.72147 -0.47864 -5.11390
```

For the frontier orbital gap (alpha / beta), the calculation gives 0.1390 / 0.1424 Ha. The value obtained for the total energy is -5581.6770 Eh. The total charge is +1. As for the largest force on an atom: 0.0488 Eh/bohr. The energy above the lowest of the compared OMol25 structures with the same formula, charge and spin comes out at 106.1 kcal per mole. The expectation value of S² is 0.82. Its multiplicity is 2.

These are the Mulliken partial charges, in e, on atoms 1 to 99:
1. Tl 1.36
2. C -1.30
3. C 0.86
4. C -0.74
5. C -0.75
6. C -0.55
7. C -0.62
8. C -0.05
9. P 1.23
10. C 1.09
11. C -0.21
12. C -0.77
13. C -0.98
14. C -0.77
15. C 0.29
16. C -1.52
17. C 0.94
18. C -0.74
19. C -0.55
20. C -0.96
21. C -0.88
22. C 1.35
23. C -1.68
24. H 0.52
25. H 0.15
26. H 0.23
27. H 0.45
28. H 0.34
29. H 0.52
30. H 0.33
31. H 0.22
32. H 0.51
33. H 0.52
34. H 0.42
35. H 0.54
36. H 0.20
37. H 0.24
38. H 0.45
39. H 0.43
40. H 0.40
41. H 0.55
42. H 0.07
43. H 0.69
44. C -1.14
45. C -0.15
46. C 0.12
47. N -0.52
48. N 0.17
49. C 0.13
50. N 0.02
51. S -0.25
52. H 0.38
53. H 0.29
54. H 0.25
55. H 0.26
56. H 0.31
57. H 0.10
58. H 0.23
59. C -1.26
60. Ge 0.22
61. C 0.26
62. C -0.37
63. C -0.56
64. C -0.47
65. C -0.72
66. C 0.02
67. C 0.55
68. C -0.36
69. C -1.20
70. C -0.66
71. C 0.58
72. C -0.65
73. C -0.99
74. C -0.29
75. C -0.27
76. C 0.55
77. H 0.50
78. H 0.36
79. H 0.44
80. H 0.29
81. H 0.36
82. H 0.42
83. H 0.35
84. H 0.49
85. H 0.41
86. H 0.39
87. H 0.36
88. H 0.42
89. H 0.43
90. H 0.40
91. H 0.32
92. F -0.30
93. C 0.32
94. C 0.30
95. F -0.30
96. C 0.16
97. F -0.31
98. C -0.11
99. O -0.69


Entry from the OMol25 dataset: C4H4LiO5Sm as an isolated structure (ωB97M-V/def2-TZVPD).

```
15
Properties=species:S:1:pos:R:3
O 0.95908 -1.38494 -0.35236
C 0.82712 -1.31660 0.97412
C 1.79639 -0.34854 -0.76398
O -0.23477 -1.45396 1.54541
O 1.84617 -0.66211 1.48761
C 2.64139 -0.06064 0.44234
Li -2.00093 -0.85521 1.38419
H -1.02552 0.86643 -1.11472
H 1.93558 -0.16827 -1.82510
H 3.63792 -0.52102 0.43792
C -2.21632 1.02054 -0.85612
O -2.71776 0.40527 0.14803
O -2.98302 1.68863 -1.57591
Sm -5.21316 1.77797 -0.59133
H 2.74783 1.01245 0.65990
```

For the frontier orbital gap (alpha / beta), the calculation gives 0.1937 / 0.3293 Ha. The value obtained for the total energy is -1195.9589 Eh. The total charge is +2. As for the largest force on an atom: 0.0599 Eh/bohr. The expectation value of S² is 15.76. Its multiplicity is 8.

Charges obtained by Mulliken population analysis, quoted in units of e:
1. O -0.25
2. C 0.79
3. C -0.28
4. O -0.73
5. O -0.28
6. C -0.21
7. Li 0.99
8. H 0.25
9. H 0.45
10. H 0.27
11. C 0.63
12. O -0.81
13. O -0.74
14. Sm 1.70
15. H 0.23


Entry from the OMol25 dataset: one molecule with the formula C21H32FN3O2 (ωB97M-V/def2-TZVPD).

```
59
Properties=species:S:1:pos:R:3
C 0.04148 2.59423 -4.87631
N 1.15346 2.21911 -4.03166
C 1.91105 1.09621 -4.52521
C 1.34994 2.89038 -2.87113
O 0.63611 3.82654 -2.55346
C 2.48762 2.43060 -1.97755
C 2.17955 1.11856 -1.23513
C 1.32052 1.39240 -0.00743
O 1.86320 1.61224 1.06315
N -0.02518 1.39156 -0.12650
C -0.78737 1.19356 -1.33489
C -0.81209 1.79099 1.02667
C -1.43798 0.60180 1.76360
C -2.39762 1.07713 2.85282
C -2.94819 -0.13136 3.60255
C -1.80451 -0.98035 4.15162
N -0.95526 -1.41293 3.06013
C 0.01306 -2.43578 3.41173
C -0.08547 -3.62815 2.43727
C 0.11110 -3.17604 1.02324
C -0.98615 -2.84335 0.23743
C -0.82103 -2.36710 -1.04997
C 0.46200 -2.22659 -1.54078
F 0.63408 -1.74528 -2.80211
C 1.57536 -2.54797 -0.78984
C 1.38806 -3.02528 0.49465
C -0.35537 -0.27003 2.39705
H -0.46798 3.43776 -4.41567
H -0.65351 1.75754 -4.98115
H 0.39871 2.88468 -5.86662
H 1.33445 0.17019 -4.43617
H 2.84799 0.97519 -3.99263
H 2.13432 1.25502 -5.58321
H 2.64936 3.21752 -1.23823
H 3.40505 2.32671 -2.55934
H 1.73608 0.38239 -1.89972
H 3.11876 0.71591 -0.84931
H -0.24429 0.59612 -2.05941
H -1.04293 2.15404 -1.79070
H -1.71016 0.66933 -1.08415
H -1.59482 2.47632 0.68821
H -0.14404 2.32401 1.70721
H -1.99456 -0.01966 1.05394
H -3.21487 1.65453 2.41549
H -1.85980 1.72633 3.54742
H -3.54085 -0.74222 2.91945
H -3.59159 0.19001 4.42340
H -2.21261 -1.86506 4.64733
H -1.24169 -0.39254 4.90071
H -0.17807 -2.80495 4.42346
H 1.03493 -2.03599 3.39084
H -1.07239 -4.07883 2.54455
H 0.67123 -4.36534 2.71122
H -1.97921 -2.95094 0.64480
H -1.66540 -2.10983 -1.67047
H 2.56268 -2.42597 -1.20671
H 2.24878 -3.27821 1.09584
H 0.31938 -0.63179 1.62067
H 0.23671 0.34260 3.09900
```

For the frontier orbital gap, the calculation gives 0.3362 Ha. The value obtained for the total energy is -1234.0545 Eh. Its structure (SMILES) is CN(C)C(=O)CCC(=O)N(C)C[C@@H]1CCCN(CCc2ccc(F)cc2)C1. As for the largest force on an atom: 0.0087 Eh/bohr. The energy above the lowest of the compared OMol25 structures with the same formula, charge and spin comes out at 0.0 kcal per mole.

Charges obtained by Mulliken population analysis, quoted in units of e:
1. C -1.11
2. N 0.15
3. C -0.89
4. C 0.77
5. O -0.67
6. C -1.20
7. C 0.07
8. C 0.68
9. O -0.70
10. N 0.75
11. C -1.29
12. C -2.46
13. C 1.90
14. C -1.16
15. C -0.71
16. C -0.83
17. N 0.69
18. C -0.89
19. C -1.44
20. C 0.11
21. C -0.17
22. C -0.58
23. C 0.50
24. F -0.40
25. C -0.54
26. C -0.10
27. C -1.35
28. H 0.35
29. H 0.33
30. H 0.35
31. H 0.25
32. H 0.30
33. H 0.37
34. H 0.40
35. H 0.35
36. H -0.31
37. H 0.51
38. H 0.28
39. H 0.30
40. H 0.44
41. H 0.36
42. H 0.56
43. H -0.08
44. H 0.38
45. H 0.36
46. H 0.33
47. H 0.42
48. H 0.52
49. H 0.36
50. H 0.60
51. H 0.31
52. H 0.31
53. H 0.50
54. H 0.32
55. H 0.52
56. H 0.48
57. H 0.41
58. H 0.11
59. H 0.21